Molecular formula: C41H50CaFN3O9SSi
Method: DFT, ωB97M-V/def2-TZVPD

Output
Largest force on an atom   0.0153 Eh/bohr
Gap between HOMO and LUMO   4.970 eV
Charge   -2
M   848.1 g/mol

Last column: Löwdin charge in e.
Cartesian coordinates (Å):
1 Ca 0.564 0.379 -0.081  1.42
2 C 2.383 -3.835 -4.190  -0.13
3 O 1.908 -2.732 -3.476  -0.10
4 C 0.653 -2.269 -3.806  -0.20
5 C -0.066 -2.724 -4.883  -0.07
6 C -1.344 -2.215 -5.142  -0.14
7 C -1.863 -1.267 -4.291  -0.09
8 C -1.159 -0.778 -3.176  -0.14
9 C -1.889 0.187 -2.366  -0.13
10 N -1.490 0.734 -1.286  -0.12
11 N -2.379 1.607 -0.686  0.04
12 C -2.021 1.899 0.546  -0.54
13 O -1.046 1.490 1.230  -0.18
14 C -2.925 2.918 1.205  -0.13
15 C -4.222 3.171 0.759  -0.04
16 C -5.015 4.108 1.401  -0.11
17 C -4.525 4.813 2.495  -0.13
18 C -3.237 4.562 2.945  -0.11
19 C -2.448 3.615 2.310  -0.03
20 C 0.158 -1.264 -2.898  -0.31
21 O 0.907 -0.890 -1.937  -0.19
22 H 1.698 -4.689 -4.122  0.09
23 H 3.338 -4.104 -3.737  0.08
24 H 2.546 -3.603 -5.252  0.08
25 H 0.346 -3.483 -5.537  0.08
26 H -1.916 -2.579 -5.987  0.08
27 H -2.862 -0.880 -4.468  0.09
28 H -2.894 0.427 -2.725  0.11
29 H -4.583 2.617 -0.097  0.10
30 H -6.025 4.288 1.049  0.09
31 H -5.146 5.547 2.996  0.08
32 H -2.847 5.103 3.801  0.09
33 H -1.450 3.385 2.660  0.11
34 C 8.033 1.232 -0.398  -0.05
35 C 7.651 0.950 1.049  -0.32
36 C 8.384 -0.286 1.563  -0.15
37 C 8.072 -0.502 3.034  -0.14
38 C 6.585 -0.565 3.239  -0.15
39 C 6.043 -1.252 4.304  0.04
40 C 4.666 -1.324 4.462  -0.26
41 F 4.198 -2.018 5.523  0.05
42 C 3.801 -0.743 3.580  0.07
43 C 4.331 -0.029 2.497  -0.04
44 C 3.367 0.565 1.539  -0.32
45 O 2.165 0.341 1.727  -0.05
46 C 3.963 1.342 0.486  -0.01
47 C 5.319 1.376 0.406  0.02
48 N 6.205 0.755 1.223  0.02
49 C 5.717 0.060 2.322  -0.08
50 C 3.238 2.204 -0.579  -0.64
51 O 3.985 2.880 -1.302  -0.03
52 O 1.986 2.150 -0.584  -0.12
53 H 9.120 1.217 -0.480  0.08
54 H 7.689 2.203 -0.747  0.08
55 H 7.625 0.466 -1.060  0.10
56 H 7.949 1.805 1.670  0.15
57 H 9.456 -0.152 1.407  0.11
58 H 8.067 -1.152 0.975  0.13
59 H 8.496 0.322 3.619  0.12
60 H 8.535 -1.419 3.403  0.11
61 H 6.676 -1.758 5.023  0.12
62 H 2.726 -0.831 3.667  0.12
63 H 5.708 1.976 -0.404  0.12
64 C 1.688 -4.771 -0.147  -0.02
65 C 1.926 -3.548 0.742  -0.63
66 C 2.333 -3.995 2.147  -0.03
67 C 3.029 -2.685 0.124  -0.01
68 O 0.747 -2.763 0.760  -0.17
69 Si -0.671 -2.872 1.627  -0.20
70 S -2.118 -1.829 0.715  0.36
71 O -0.129 -2.373 3.136  -0.16
72 C -0.832 -2.236 4.357  -0.66
73 C -0.759 -3.573 5.102  -0.03
74 C -2.291 -1.822 4.169  -0.06
75 C -0.107 -1.153 5.155  -0.04
76 O -0.926 -4.514 1.911  -0.18
77 C -1.919 -5.383 1.381  -0.67
78 C -2.007 -5.278 -0.142  -0.05
79 C -3.280 -5.071 2.010  -0.05
80 C -1.473 -6.788 1.783  -0.04
81 H 2.612 -5.339 -0.285  0.08
82 H 1.326 -4.440 -1.123  0.09
83 H 0.940 -5.423 0.308  0.06
84 H 3.270 -4.559 2.101  0.08
85 H 1.559 -4.624 2.591  0.08
86 H 2.474 -3.127 2.790  0.07
87 H 3.311 -1.894 0.821  0.06
88 H 3.922 -3.283 -0.087  0.08
89 H 2.669 -2.238 -0.804  0.07
90 H -1.210 -4.357 4.492  0.06
91 H -1.279 -3.522 6.064  0.08
92 H 0.286 -3.841 5.282  0.08
93 H -2.845 -2.579 3.613  0.05
94 H -2.351 -0.893 3.600  0.07
95 H -2.766 -1.685 5.145  0.08
96 H 0.921 -1.464 5.348  0.07
97 H -0.594 -0.976 6.118  0.08
98 H -0.098 -0.224 4.582  0.09
99 H -2.199 -4.245 -0.434  0.03
100 H -2.819 -5.908 -0.515  0.08
101 H -1.076 -5.608 -0.610  0.07
102 H -3.575 -4.056 1.745  0.04
103 H -3.208 -5.146 3.099  0.07
104 H -4.045 -5.771 1.662  0.08
105 H -0.478 -6.989 1.379  0.07
106 H -2.166 -7.543 1.402  0.08
107 H -1.425 -6.869 2.871  0.08

***

Molecular formula: C41H51As2CdN5P2S2
Method: DFT, ωB97M-V/def2-TZVPD

Output
Largest force on an atom   0.0129 Eh/bohr
Gap between HOMO and LUMO   7.548 eV
Energy relative to the best compared isomer or geometry (same formula, charge and spin)   0.0 kcal/mol
Charge   +2
M   1002.2 g/mol

Last column: Löwdin charge in e.
Cartesian coordinates (Å):
1 Cd 1.245 -0.228 1.118  0.85
2 C 0.901 -4.636 1.570  -0.27
3 As 1.085 -2.800 2.145  1.02
4 C 2.718 -2.960 3.205  -0.31
5 C -0.174 -2.648 3.622  -0.44
6 C -0.834 -3.776 4.097  -0.11
7 C -1.725 -3.685 5.155  -0.05
8 C -1.978 -2.455 5.747  -0.05
9 C -1.322 -1.325 5.283  -0.10
10 C -0.418 -1.411 4.225  -0.44
11 As 0.508 0.215 3.692  1.03
12 C 1.535 0.593 5.294  -0.27
13 C -0.895 1.547 3.833  -0.30
14 H 1.210 -5.294 2.375  0.04
15 H 1.550 -4.784 0.712  0.04
16 H -0.126 -4.840 1.276  0.02
17 H 2.558 -3.711 3.973  0.04
18 H 2.960 -2.010 3.670  0.00
19 H 3.548 -3.253 2.566  0.01
20 H -0.660 -4.739 3.638  0.10
21 H -2.223 -4.577 5.516  0.12
22 H -2.677 -2.375 6.570  0.12
23 H -1.523 -0.372 5.754  0.10
24 H 0.878 0.487 6.150  0.04
25 H 1.919 1.609 5.256  0.03
26 H 2.362 -0.105 5.385  0.03
27 H -1.179 1.695 4.871  0.04
28 H -1.760 1.224 3.258  0.01
29 H -0.533 2.490 3.431  0.03
30 C 5.459 4.019 0.586  0.01
31 C 5.440 2.548 0.382  -0.31
32 N 6.387 1.836 -0.117  0.16
33 N 5.887 0.556 -0.096  0.05
34 C 4.661 0.441 0.400  -0.76
35 S 3.742 -0.964 0.550  0.56
36 N 4.361 1.728 0.711  -0.10
37 N 3.153 2.103 1.282  0.08
38 H 6.411 4.406 0.231  0.10
39 H 5.352 4.271 1.643  0.09
40 H 4.657 4.507 0.029  0.09
41 H 6.452 -0.204 -0.432  0.16
42 H 3.308 2.327 2.254  0.10
43 H 2.808 2.925 0.808  0.09
44 C -2.368 2.360 -6.279  -0.40
45 S -2.418 0.679 -5.613  0.81
46 C -3.333 1.005 -4.074  -0.48
47 C -2.442 1.264 -2.859  -0.24
48 C -1.629 0.010 -2.522  -0.24
49 N -0.797 0.064 -1.284  -0.48
50 P -1.431 -0.344 0.254  0.91
51 C -3.023 0.527 0.349  -0.38
52 C -4.231 -0.020 -0.084  -0.08
53 C -5.385 0.754 -0.074  -0.05
54 C -5.344 2.069 0.375  -0.05
55 C -4.146 2.618 0.814  -0.06
56 C -2.992 1.847 0.802  -0.13
57 C -1.946 -2.092 0.163  -0.40
58 C -1.703 -2.928 -0.923  -0.10
59 C -2.138 -4.249 -0.907  -0.06
60 C -2.810 -4.748 0.200  -0.07
61 C -3.038 -3.927 1.299  -0.07
62 C -2.604 -2.609 1.284  -0.12
63 P 0.755 0.755 -1.279  0.88
64 C 0.640 2.317 -2.174  -0.38
65 C 0.372 3.473 -1.438  -0.11
66 C 0.188 4.688 -2.082  -0.07
67 C 0.286 4.752 -3.466  -0.05
68 C 0.561 3.605 -4.203  -0.06
69 C 0.739 2.387 -3.564  -0.10
70 C 1.826 -0.279 -2.315  -0.42
71 C 2.996 0.268 -2.843  -0.12
72 C 3.925 -0.549 -3.475  -0.07
73 C 3.696 -1.916 -3.577  -0.06
74 C 2.540 -2.466 -3.040  -0.06
75 C 1.615 -1.650 -2.402  -0.11
76 H -1.807 2.314 -7.212  0.04
77 H -1.867 3.042 -5.591  0.01
78 H -3.376 2.713 -6.490  0.04
79 H -3.982 0.143 -3.900  0.08
80 H -3.976 1.864 -4.264  0.08
81 H -3.068 1.536 -2.007  0.09
82 H -1.791 2.112 -3.069  0.09
83 H -0.973 -0.232 -3.360  0.09
84 H -2.326 -0.823 -2.419  0.10
85 H -4.277 -1.041 -0.444  0.11
86 H -6.320 0.328 -0.420  0.12
87 H -6.249 2.666 0.387  0.12
88 H -4.113 3.643 1.163  0.11
89 H -2.052 2.284 1.125  0.08
90 H -1.205 -2.549 -1.804  0.08
91 H -1.963 -4.883 -1.769  0.12
92 H -3.160 -5.774 0.204  0.12
93 H -3.561 -4.311 2.168  0.11
94 H -2.798 -1.973 2.142  0.11
95 H 0.286 3.415 -0.357  0.09
96 H -0.028 5.583 -1.510  0.11
97 H 0.149 5.699 -3.973  0.12
98 H 0.637 3.658 -5.283  0.12
99 H 0.931 1.495 -4.149  0.12
100 H 3.178 1.335 -2.778  0.11
101 H 4.824 -0.115 -3.899  0.11
102 H 4.415 -2.551 -4.082  0.12
103 H 2.358 -3.531 -3.123  0.11
104 H 0.727 -2.085 -1.966  0.07

***

What is the largest force on an atom in the first record?
0.0153 Eh/bohr

***

Among the records above, which one has the lowest charge?
C41H50CaFN3O9SSi

***

largest force on an atom of number 2 (C41H51As2CdN5P2S2)?
0.0129 Eh/bohr

***

Which of these has the lowest largest force on an atom?
C41H51As2CdN5P2S2